# 1
ORCA calculation (ωB97M-V/def2-TZVPD) on a molecular structure, C45H42AsN2O5PReSSi.

Summary:
Maximum force in eV/Å: 0.5
Expectation value of S²: 0.80
DFT total energy in Eh: -5569.02771
Multiplicity: 2
Net charge: 0
HOMO energy (alpha / beta) in eV: -7.807 / -7.698
Energy above the lowest of the compared OMol25 structures with the same formula, charge and spin in eV: 0.1693

Positions of all 99 atoms, in Å:
Re: -0.25189 -0.23510 0.15671
As: 0.04961 -2.34466 -1.16123
S: -2.31578 -1.21108 0.56451
P: -0.74061 1.51613 1.77102
Si: 3.11702 0.80368 -0.22389
O: 0.42050 -1.25804 1.81790
O: -2.47474 1.89993 -0.56018
O: 1.51347 0.44393 0.02199
O: 2.20703 -1.79505 2.99625
O: 0.80592 -0.30388 -2.84785
N: -1.90581 2.63187 -2.60936
N: -0.76349 0.80614 -1.61193
C: -1.79609 -5.75216 0.55703
C: 4.45011 -3.96700 -1.22302
C: -0.23859 -3.52062 -3.82365
C: 3.95513 -3.28800 -2.32945
C: 0.81299 2.71027 3.70756
C: -0.03099 0.59107 -2.77834
C: 1.45054 0.42367 3.26954
C: 0.00245 4.80600 -0.49045
C: -0.90070 -3.73621 -5.02565
C: -4.63050 1.29266 3.00943
C: -3.27234 0.27026 4.70569
C: -3.49444 1.60262 2.27682
C: 1.81625 2.83595 4.65315
C: -1.75725 1.75742 -1.54296
C: 0.00916 3.53177 0.05698
C: -1.97300 -1.99450 -3.15143
C: -2.63269 -2.21549 -4.35145
C: -0.26408 1.50456 -3.88159
C: 2.64760 -2.82396 -2.33471
C: -1.62298 5.49454 1.13994
C: -2.13121 0.58882 3.98417
C: -2.85003 -5.15009 1.23215
C: 3.41893 1.25442 -2.01285
C: 2.33137 -3.71677 -0.11244
C: -1.02081 -3.58715 -0.14072
C: -2.99674 -3.77105 1.22041
C: -0.81837 5.78881 0.04755
C: 2.45537 0.56962 4.22609
C: -0.80167 3.22720 1.15053
C: 4.17019 -0.65686 0.23525
C: -1.61284 4.22060 1.69241
C: 2.64509 1.75591 4.91223
C: -2.87720 3.70688 -2.45277
C: -0.76505 -2.63671 -2.89180
C: -2.07741 -2.98167 0.53561
C: -1.17088 2.48059 -3.75034
C: 0.61483 1.52114 3.00332
C: -0.88717 -4.96777 -0.13885
C: -4.52289 0.62648 4.22213
C: 3.57848 2.28323 0.82883
C: 3.64391 -4.16890 -0.11206
C: -2.09393 -3.08201 -5.29311
C: 1.82889 -3.06425 -1.23416
C: -2.23436 1.26554 2.76988
C: 1.38159 -0.97277 2.64537
H: -3.89057 3.31121 -2.40505
H: -0.82872 6.78328 -0.38121
H: -0.06666 -5.43266 -0.67195
H: -3.58661 2.08022 1.30948
H: -1.68524 -6.82906 0.57081
H: 4.59192 -3.10725 -3.18683
H: 0.31474 1.37698 -4.78293
H: 3.91785 -1.53210 -0.37156
H: -3.56213 -5.75879 1.77616
H: 2.27182 -2.25988 -3.17778
H: -5.60528 1.56217 2.62159
H: 3.29582 2.15472 1.87445
H: -0.48113 -4.42115 -5.75258
H: -1.37249 3.20074 -4.53202
H: 0.63837 5.02872 -1.33943
H: -3.18116 -0.25799 5.64632
H: 3.08797 -0.28770 4.40909
H: -1.16059 0.30508 4.36918
H: -2.78592 4.38001 -3.30215
H: 4.06645 -0.93819 1.28589
H: -2.67609 4.25269 -1.53321
H: -5.41394 0.37905 4.78620
H: 4.66529 2.42274 0.79078
H: 4.32562 1.86757 -2.06092
H: -3.57165 -1.71220 -4.54893
H: 3.11750 3.20731 0.46527
H: 1.95012 3.77401 5.17704
H: 0.18128 3.56337 3.50295
H: 5.47345 -4.32229 -1.21968
H: 0.68874 -4.04150 -3.62479
H: 1.71729 -3.84232 0.77017
H: 4.03815 -4.66436 0.76635
H: -2.60906 -3.25479 -6.22996
H: 3.43764 1.83687 5.64570
H: 5.21876 -0.40400 0.04065
H: -2.25025 4.00024 2.54006
H: -2.40342 -1.32839 -2.41315
H: 3.57198 0.36090 -2.62296
H: -3.81698 -3.29983 1.74947
H: 0.63933 2.75996 -0.36966
H: -2.26114 6.25882 1.56667
H: 2.59908 1.81780 -2.46167

Mulliken atomic charge list, values in e, 6 entries: number 1, Re, carries 0.0338; number 2, As, carries 1.9866; number 3, S, carries -0.5322; number 4, P, carries 2.0842; number 5, Si, carries 1.2316; number 6, O, carries -0.1751

# 2
ORCA calculation (ωB97M-V/def2-TZVPD) on 2 unconnected molecules or ions with the total composition C5H8O.

Summary:
Maximum force in eV/Å: 0.8
DFT total energy in Eh: -270.34856
Net charge: 0
HOMO energy in eV: -9.223
Energy above the lowest of the compared OMol25 structures with the same formula, charge and spin in eV: 5.6962

Positions of all 14 atoms, in Å:
O: 0.87264 -1.58341 1.38095
C: 0.18644 -0.51451 1.18141
C: -1.30088 1.05473 -0.10632
C: 2.19081 0.15376 -1.63928
C: 1.63382 -0.32243 -0.65509
C: -0.97919 -0.38656 0.26797
H: 0.21909 0.22240 1.99624
H: -1.36887 1.68916 0.78576
H: 2.70044 0.52372 -2.50519
H: 1.28289 -1.55607 0.38165
H: -0.51431 1.44508 -0.75768
H: -1.79332 -0.79709 0.89702
H: -0.86904 -1.03711 -0.60050
H: -2.26052 1.10833 -0.62693

natural (NBO) atomic charge list, values in e, 6 entries: number 1, O, carries -0.6851; number 2, C, carries 0.5839; number 3, C, carries -0.6103; number 4, C, carries -0.3378; number 5, C, carries -0.5164; number 6, C, carries -0.5132

# 3
ORCA calculation (ωB97M-V/def2-TZVPD) on C24H28N4O5 in the gas phase at a distorted geometry.

Summary:
Maximum force in eV/Å: 1.0
DFT total energy in Eh: -1526.55741
Net charge: 0
HOMO energy in eV: -8.216
SMILES: COc1ccc(-n2nc(C(=O)NCCCN3CCOCC3)c3ccccc3c2=O)c(OC)c1
Energy above the lowest of the compared OMol25 structures with the same formula, charge and spin in eV: 4.1496

Positions of all 61 atoms, in Å:
O: 4.14390 -0.04404 0.15703
O: -3.14380 -3.28915 0.58539
O: -1.34923 2.96629 1.38005
O: 3.05217 3.66318 -0.25984
O: -3.03791 2.90946 -0.82328
N: 2.99790 -2.68425 0.44382
N: -1.82507 1.02780 -0.44902
N: -1.24691 -2.81504 -0.56590
N: -1.71520 -0.28662 -0.31803
C: -0.35317 2.72914 0.49741
C: 1.64568 1.98449 -1.32389
C: -3.02524 1.72392 -0.56412
C: 0.87826 3.36200 0.50059
C: -4.09078 -0.50408 -0.17142
C: -1.22626 4.06077 2.25685
C: -0.58512 1.72039 -0.45452
C: 2.99387 -1.71071 1.52615
C: -5.47425 1.47792 -0.39813
C: 1.72606 -2.81883 -0.24882
C: -5.24744 -1.27065 0.01262
C: 1.88494 2.98995 -0.39333
C: -6.48344 -0.66523 -0.00824
C: -6.60101 0.70841 -0.21545
C: -2.43139 -2.49786 -0.00045
C: 0.75641 -3.70753 0.53739
C: 3.04638 -0.26038 1.02495
C: 4.12685 -2.40323 -0.42694
C: 0.40916 1.36248 -1.34391
C: -4.21130 0.88467 -0.37589
C: 4.13279 -0.95301 -0.92539
C: -2.75819 -1.04561 -0.18957
C: -0.50656 -4.01749 -0.27229
C: 4.17233 3.21963 -0.99536
H: -2.16907 4.10737 2.79912
H: 1.25535 -1.84324 -0.44411
H: -0.72727 -2.03560 -0.94235
H: 4.01998 3.34345 -2.07207
H: 4.99904 3.85215 -0.67662
H: 1.11037 4.14236 1.20573
H: 4.40240 2.17462 -0.76668
H: 3.24899 -0.77077 -1.55692
H: 3.18592 0.42957 1.85846
H: 0.46617 -3.21754 1.46727
H: 5.03480 -0.74403 -1.50394
H: 3.87865 -1.90811 2.13894
H: -5.53254 2.54366 -0.55950
H: -0.40480 3.91519 2.96595
H: -1.17385 -4.67119 0.29387
H: 5.03720 -2.57889 0.15446
H: -0.23635 -4.51319 -1.21130
H: 1.26271 -4.63951 0.78840
H: 2.11047 0.00070 0.50797
H: -5.14832 -2.33077 0.18141
H: 2.10589 -1.85268 2.14128
H: -1.07742 4.99373 1.70677
H: -7.37293 -1.26061 0.13618
H: 2.40311 1.68446 -2.02862
H: 4.11534 -3.09216 -1.27320
H: -7.57839 1.16733 -0.23182
H: 0.20599 0.58420 -2.06491
H: 1.92414 -3.29727 -1.21220

natural (NBO) atomic charge list, values in e, 6 entries: number 1, O, carries -0.5436; number 2, O, carries -0.6230; number 3, O, carries -0.4857; number 4, O, carries -0.4911; number 5, O, carries -0.5904; number 6, N, carries -0.4450

# 4
ORCA calculation (ωB97M-V/def2-TZVPD) on a gas-phase ion, C8H17N2 (charge +1) at a distorted geometry.

Summary:
Maximum force in eV/Å: 5.6
DFT total energy in Eh: -424.17124
Net charge: +1
HOMO energy in eV: -12.640
SMILES: C=C[C@@]1(C)N(C)CC[N@H+]1C
Energy above the lowest of the compared OMol25 structures with the same formula, charge and spin in eV: 3.9075

Positions of all 27 atoms, in Å:
N: 1.04157 -0.68263 0.25974
N: -1.17238 -0.34566 -0.28297
C: -0.78517 -1.67691 -0.72826
C: 0.65050 -1.41783 -0.99733
C: 2.47351 -0.21711 0.24483
C: -2.49907 -0.22882 0.32733
C: -0.18622 1.93778 -1.63913
C: -0.04388 0.36489 0.39180
C: -0.18521 0.77052 1.83172
C: 0.40600 1.57428 -0.53807
H: 2.63933 0.66227 -0.44111
H: -3.19009 -0.10016 -0.36259
H: 1.09485 -1.13891 1.14614
H: 0.36512 2.77264 -2.09462
H: 3.10043 -0.93568 -0.38094
H: -1.07377 1.42851 -1.84744
H: -0.83533 0.15283 2.28789
H: 1.23303 -2.34745 -1.10768
H: 0.81968 -0.74550 -1.75173
H: -2.64847 0.67074 1.00062
H: -1.17591 -2.27792 0.15320
H: 2.73068 0.10739 1.20028
H: 0.86162 0.95575 2.22775
H: -0.77701 1.67190 2.00158
H: -2.62230 -1.15674 0.96070
H: 1.19205 2.22722 -0.33609
H: -1.41354 -2.02539 -1.52561

natural (NBO) atomic charge list, values in e, 6 entries: number 1, N, carries -0.3693; number 2, N, carries -0.4633; number 3, C, carries -0.2438; number 4, C, carries -0.2135; number 5, C, carries -0.4449; number 6, C, carries -0.3999

# 5
ORCA calculation (ωB97M-V/def2-TZVPD) on a molecular structure, H23O12 at a distorted geometry.

Summary:
Maximum force in eV/Å: 2.8
DFT total energy in Eh: -916.71338
Net charge: -1
HOMO energy in eV: -6.581
Energy above the lowest of the compared OMol25 structures with the same formula, charge and spin in eV: 2.9666

Positions of all 35 atoms, in Å:
O: -1.84920 -1.58294 -0.99385
O: -0.28105 1.72028 1.44397
O: -2.29057 -2.97040 3.10927
O: 1.37806 -3.26022 1.50837
O: -2.47359 3.48219 1.55785
O: -1.43987 0.79768 -0.60151
O: -2.89277 -0.26040 -3.33768
O: 1.86001 2.24956 -0.99943
O: 0.70877 -1.52700 -2.00678
O: 3.65675 -0.77478 2.29254
O: 1.26674 -0.18758 1.22701
O: 1.64676 1.02589 -4.16985
H: 0.85267 -1.26670 -2.91419
H: 1.32685 -2.40690 2.00914
H: -1.23289 0.98032 0.38010
H: -1.76148 -2.47559 3.75636
H: -2.48098 -0.64626 -2.53335
H: 4.05550 -0.28092 3.02318
H: -0.46894 0.87286 -0.87198
H: -1.83749 -2.78812 2.25468
H: 1.64769 -0.45324 0.39643
H: 1.20693 2.59415 -0.39329
H: -2.11605 2.58360 1.72868
H: -2.74847 0.66962 -3.10406
H: 0.41047 0.73845 1.49436
H: 1.91700 -2.92474 0.76701
H: 0.82391 1.27326 -4.62313
H: -0.23680 -1.51181 -1.79967
H: 2.78048 -0.36779 2.07219
H: -0.05138 2.09934 2.28801
H: 1.44967 0.98202 -3.22732
H: -2.28209 -0.78590 -0.69434
H: 2.59527 1.83979 -0.50858
H: -2.13382 4.25282 1.99060
H: -1.00610 -1.69056 -0.52073

natural (NBO) atomic charge list, values in e, 6 entries: number 1, O, carries -0.9792; number 2, O, carries -1.1271; number 3, O, carries -0.9494; number 4, O, carries -0.9661; number 5, O, carries -0.9974; number 6, O, carries -1.0268

Copy entry 4 word for word.
ORCA calculation (ωB97M-V/def2-TZVPD) on a gas-phase ion, C8H17N2 (charge +1) at a distorted geometry.

Summary:
Maximum force in eV/Å: 5.6
DFT total energy in Eh: -424.17124
Net charge: +1
HOMO energy in eV: -12.640
SMILES: C=C[C@@]1(C)N(C)CC[N@H+]1C
Energy above the lowest of the compared OMol25 structures with the same formula, charge and spin in eV: 3.9075

Positions of all 27 atoms, in Å:
N: 1.04157 -0.68263 0.25974
N: -1.17238 -0.34566 -0.28297
C: -0.78517 -1.67691 -0.72826
C: 0.65050 -1.41783 -0.99733
C: 2.47351 -0.21711 0.24483
C: -2.49907 -0.22882 0.32733
C: -0.18622 1.93778 -1.63913
C: -0.04388 0.36489 0.39180
C: -0.18521 0.77052 1.83172
C: 0.40600 1.57428 -0.53807
H: 2.63933 0.66227 -0.44111
H: -3.19009 -0.10016 -0.36259
H: 1.09485 -1.13891 1.14614
H: 0.36512 2.77264 -2.09462
H: 3.10043 -0.93568 -0.38094
H: -1.07377 1.42851 -1.84744
H: -0.83533 0.15283 2.28789
H: 1.23303 -2.34745 -1.10768
H: 0.81968 -0.74550 -1.75173
H: -2.64847 0.67074 1.00062
H: -1.17591 -2.27792 0.15320
H: 2.73068 0.10739 1.20028
H: 0.86162 0.95575 2.22775
H: -0.77701 1.67190 2.00158
H: -2.62230 -1.15674 0.96070
H: 1.19205 2.22722 -0.33609
H: -1.41354 -2.02539 -1.52561

natural (NBO) atomic charge list, values in e, 6 entries: number 1, N, carries -0.3693; number 2, N, carries -0.4633; number 3, C, carries -0.2438; number 4, C, carries -0.2135; number 5, C, carries -0.4449; number 6, C, carries -0.3999

What did the fourth record say?
ORCA calculation (ωB97M-V/def2-TZVPD) on a gas-phase ion, C8H17N2 (charge +1) at a distorted geometry.

Summary:
Maximum force in eV/Å: 5.6
DFT total energy in Eh: -424.17124
Net charge: +1
HOMO energy in eV: -12.640
SMILES: C=C[C@@]1(C)N(C)CC[N@H+]1C
Energy above the lowest of the compared OMol25 structures with the same formula, charge and spin in eV: 3.9075

Positions of all 27 atoms, in Å:
N: 1.04157 -0.68263 0.25974
N: -1.17238 -0.34566 -0.28297
C: -0.78517 -1.67691 -0.72826
C: 0.65050 -1.41783 -0.99733
C: 2.47351 -0.21711 0.24483
C: -2.49907 -0.22882 0.32733
C: -0.18622 1.93778 -1.63913
C: -0.04388 0.36489 0.39180
C: -0.18521 0.77052 1.83172
C: 0.40600 1.57428 -0.53807
H: 2.63933 0.66227 -0.44111
H: -3.19009 -0.10016 -0.36259
H: 1.09485 -1.13891 1.14614
H: 0.36512 2.77264 -2.09462
H: 3.10043 -0.93568 -0.38094
H: -1.07377 1.42851 -1.84744
H: -0.83533 0.15283 2.28789
H: 1.23303 -2.34745 -1.10768
H: 0.81968 -0.74550 -1.75173
H: -2.64847 0.67074 1.00062
H: -1.17591 -2.27792 0.15320
H: 2.73068 0.10739 1.20028
H: 0.86162 0.95575 2.22775
H: -0.77701 1.67190 2.00158
H: -2.62230 -1.15674 0.96070
H: 1.19205 2.22722 -0.33609
H: -1.41354 -2.02539 -1.52561

natural (NBO) atomic charge list, values in e, 6 entries: number 1, N, carries -0.3693; number 2, N, carries -0.4633; number 3, C, carries -0.2438; number 4, C, carries -0.2135; number 5, C, carries -0.4449; number 6, C, carries -0.3999